[1]
# C25H30N4O3

A single C25H30N4O3 molecule at a distorted geometry (ωB97M-V/def2-TZVPD, OMol25).

The geometry in XYZ format:
```
62
Properties=species:S:1:pos:R:3:forces:R:3
C -0.371 -2.337 0.226 -0.1 0.0 0.0
C 1.061 -2.185 -0.111 0.4 -0.2 0.3
N 1.471 -1.409 -1.087 -0.9 0.2 -0.3
N 2.810 -1.475 -1.119 0.2 -0.8 0.4
C 3.532 -0.596 -2.005 0.1 0.4 -0.2
C 3.738 0.741 -1.329 0.1 0.0 0.0
C 4.986 1.336 -1.222 -0.1 -0.1 -0.1
C 5.118 2.557 -0.578 0.0 0.1 0.1
C 4.017 3.173 -0.013 -0.1 0.0 0.0
C 2.768 2.567 -0.088 0.2 -0.1 -0.2
C 1.568 3.218 0.527 0.1 -0.2 0.1
O 1.363 4.414 0.479 0.0 0.4 0.0
N 0.740 2.338 1.132 -0.2 -0.2 0.1
C -0.560 2.691 1.681 0.1 0.2 0.2
C -0.506 2.674 3.206 0.0 0.1 -0.3
C -1.589 1.767 1.066 -0.1 0.0 0.0
C -2.454 0.975 1.802 0.2 0.2 0.0
C -3.370 0.144 1.173 -0.1 -0.1 -0.1
C -3.451 0.068 -0.210 0.0 0.0 0.2
C -4.465 -0.801 -0.937 -0.2 -0.1 -0.1
C -5.350 0.104 -1.807 0.1 -0.1 0.1
C -3.733 -1.817 -1.824 -0.1 0.1 0.1
C -5.373 -1.576 0.022 0.2 0.2 -0.1
C -2.564 0.854 -0.944 0.1 0.1 0.0
C -1.656 1.686 -0.322 -0.1 0.0 0.0
C 2.633 1.365 -0.768 0.0 0.2 0.1
C 3.309 -2.277 -0.168 -0.2 -0.4 0.4
C 4.760 -2.492 0.030 0.2 0.0 0.0
C 2.195 -2.781 0.515 0.1 1.1 -1.3
N 2.180 -3.675 1.595 0.1 -0.4 0.5
O 1.099 -3.968 2.073 -0.2 -0.1 0.1
O 3.245 -4.109 2.002 0.1 -0.1 0.1
H -0.959 -1.662 -0.390 -0.1 0.1 0.0
H -0.537 -2.115 1.279 -0.1 0.0 0.0
H -0.688 -3.365 0.061 -0.1 0.0 0.0
H 4.484 -1.052 -2.281 -0.1 0.0 0.0
H 2.915 -0.469 -2.899 0.1 -0.2 0.1
H 5.853 0.855 -1.652 0.1 -0.1 0.0
H 6.090 3.023 -0.513 0.1 0.0 0.0
H 4.109 4.122 0.493 0.0 0.1 0.0
H 0.993 1.364 1.172 0.1 0.1 -0.1
H -0.748 3.719 1.344 0.0 -0.2 0.1
H -0.274 1.677 3.575 0.0 -0.1 0.1
H -1.455 3.000 3.623 -0.1 0.0 0.1
H 0.270 3.358 3.543 0.0 0.0 0.0
H -2.438 0.998 2.880 0.0 0.0 0.1
H -4.025 -0.444 1.795 -0.1 -0.1 0.0
H -5.842 0.853 -1.191 -0.1 0.1 0.0
H -6.114 -0.488 -2.307 -0.1 -0.1 -0.1
H -4.766 0.616 -2.567 0.0 0.1 -0.1
H -3.149 -2.500 -1.211 0.1 -0.1 0.0
H -4.453 -2.399 -2.395 -0.1 -0.1 -0.1
H -3.063 -1.326 -2.524 0.1 0.0 -0.1
H -4.795 -2.246 0.655 0.0 -0.1 0.1
H -5.948 -0.899 0.650 -0.1 0.0 0.1
H -6.074 -2.178 -0.551 -0.1 -0.1 -0.1
H -2.582 0.828 -2.023 0.0 0.0 -0.1
H -0.991 2.294 -0.919 0.1 0.1 -0.1
H 1.662 0.903 -0.882 -0.1 0.0 0.0
H 4.916 -3.165 0.868 0.0 0.1 -0.1
H 5.256 -1.543 0.232 0.1 0.0 0.0
H 5.206 -2.931 -0.862 0.1 0.0 0.0
```
Forces are in eV/Å.

Calculated values
HOMO	-8.932	eV
net charge	0
structure (SMILES)	Cc1nn(Cc2cccc(C(=O)N[C@H](C)c3ccc(C(C)(C)C)cc3)c2)c(C)c1[N+](=O)[O-]
E_LUMO	0.000	Eh
Kohn-Sham gap	0.328	hartree

---

[2]
# C25H30N5O2PtS2

C25H30N5O2PtS2 as an isolated structure (ωB97M-V/def2-TZVPD, OMol25).

The geometry in XYZ format:
```
65
Properties=species:S:1:pos:R:3:forces:R:3
Pt -0.085 -0.304 0.566 -0.1 0.0 0.0
N 3.149 0.186 -2.123 0.0 0.0 0.0
C 2.241 -0.177 -1.218 -0.1 0.0 0.0
O 1.086 0.294 -1.269 0.0 0.0 0.0
C 2.612 -1.193 -0.174 0.0 0.0 0.0
C 1.811 -0.972 1.112 0.0 0.0 0.0
H 2.918 0.898 -2.797 0.0 0.0 0.0
H 4.101 -0.127 -2.054 0.0 0.0 0.0
H 3.696 -1.199 -0.026 0.0 0.0 0.0
H 2.350 -2.163 -0.611 0.0 0.0 0.0
H 2.295 -0.210 1.728 0.0 0.0 0.0
H 1.783 -1.896 1.690 0.0 0.0 0.0
C -2.274 1.796 4.031 0.0 0.0 0.0
N -2.011 1.535 2.631 0.0 0.0 0.0
C -2.827 0.873 1.816 0.0 0.0 0.0
S -2.367 0.597 0.176 0.0 -0.1 0.0
N -4.006 0.469 2.294 0.0 0.0 0.0
C -4.983 -0.355 1.597 0.0 0.0 0.0
H -1.415 2.314 4.446 0.0 0.0 0.0
H -2.417 0.869 4.592 0.0 0.0 0.0
H -3.150 2.436 4.165 0.0 0.0 0.0
H -1.131 1.848 2.221 0.0 0.0 0.0
H -4.224 0.710 3.248 0.0 0.0 0.0
H -4.617 -0.560 0.597 0.0 0.0 0.0
H -5.935 0.169 1.531 0.0 0.0 0.0
H -5.119 -1.298 2.126 0.0 0.0 0.0
O 0.466 2.240 1.390 0.0 0.0 0.0
S 0.445 3.066 0.121 0.0 0.0 0.0
C 0.168 4.750 0.629 0.0 0.0 0.0
C -0.902 5.413 0.050 0.0 0.0 0.0
C -1.182 6.717 0.441 0.0 0.0 0.0
C -0.400 7.328 1.408 0.0 0.0 0.0
C 0.666 6.648 1.991 0.0 0.0 0.0
C 0.957 5.353 1.602 0.0 0.0 0.0
C 2.163 3.199 -0.358 0.0 0.0 0.0
C 3.134 2.597 0.422 0.0 0.0 0.0
C 4.463 2.676 0.019 0.0 0.0 0.0
C 4.799 3.346 -1.148 0.0 0.0 0.0
C 3.809 3.941 -1.924 0.0 0.0 0.0
C 2.482 3.864 -1.534 0.0 0.0 0.0
H -1.509 4.913 -0.695 0.0 0.0 0.0
H -2.012 7.248 -0.005 0.0 0.0 0.0
H -0.619 8.342 1.714 0.0 0.0 0.0
H 1.271 7.134 2.744 0.0 0.0 0.0
H 1.786 4.814 2.043 0.0 0.0 0.0
H 2.841 2.076 1.323 0.0 0.0 0.0
H 5.235 2.218 0.624 0.0 0.0 0.0
H 5.835 3.414 -1.453 0.0 0.0 0.0
H 4.075 4.469 -2.831 0.0 0.0 0.0
H 1.703 4.326 -2.131 0.0 0.0 0.0
N -2.135 -3.581 -1.589 0.0 0.0 0.0
C -1.143 -2.662 -1.502 0.0 0.0 0.0
N -0.926 -2.275 -0.276 0.0 0.0 0.0
C -1.838 -2.968 0.509 0.0 0.0 0.0
C -2.055 -2.921 1.885 0.0 0.0 0.0
C -3.055 -3.721 2.397 0.0 0.0 0.0
C -3.825 -4.554 1.566 0.0 0.0 0.0
C -3.617 -4.610 0.203 0.0 0.0 0.0
C -2.609 -3.798 -0.306 0.0 0.0 0.0
H -2.459 -4.016 -2.435 0.0 0.0 0.0
H -0.616 -2.292 -2.368 0.0 0.0 0.0
H -1.448 -2.285 2.518 0.0 0.0 0.0
H -3.248 -3.721 3.462 0.0 0.0 0.0
H -4.595 -5.171 2.008 0.0 0.0 0.0
H -4.210 -5.255 -0.432 0.0 0.0 0.0
```
Forces are in eV/Å.

Calculated values
multiplicity	3
HOMO (spin up / spin down)	-9.478 / -10.646	eV
⟨S²⟩	2.00
net charge	+1
E_LUMO (spin up / spin down)	-0.061 / -0.106	Eh
Kohn-Sham gap (spin up / spin down)	0.288 / 0.285	hartree

---

[3]
# C25H30N6O3

A single C25H30N6O3 molecule at a distorted geometry (ωB97M-V/def2-TZVPD, OMol25).

The geometry in XYZ format:
```
64
Properties=species:S:1:pos:R:3:forces:R:3
C -5.987 -2.241 0.894 -0.2 -0.2 0.1
N -5.163 -1.112 0.495 0.0 -0.2 0.1
C -3.920 -1.444 -0.052 0.2 0.2 -0.1
O -3.577 -2.604 -0.186 0.1 -0.1 0.0
C -3.183 -0.272 -0.410 -0.5 0.7 0.2
C -3.700 1.005 -0.262 0.9 -1.1 -0.3
N -2.831 1.926 -0.733 -0.2 0.4 0.1
C -1.792 1.232 -1.165 -0.1 -0.1 0.0
C -0.614 1.840 -1.842 0.2 0.0 -0.1
N 0.635 1.407 -1.239 -0.1 0.1 -0.1
C 0.836 2.016 0.063 0.1 -0.2 0.2
C 2.100 1.465 0.708 -0.3 0.2 0.1
N 3.253 1.723 -0.139 0.0 0.0 -0.1
C 4.487 1.255 0.461 0.0 0.4 0.2
C 4.875 2.051 1.711 0.4 -0.1 -0.4
O 4.207 1.653 2.884 -0.2 -0.3 0.5
C 3.037 1.117 -1.440 -0.1 0.1 -0.2
C 1.782 1.699 -2.079 0.2 -0.2 -0.1
N -1.950 -0.100 -0.999 -0.3 0.3 0.0
C -1.006 -1.146 -1.286 0.4 -0.5 -0.1
C -0.082 -1.446 -0.126 -0.2 0.1 0.2
C -0.460 -1.153 1.158 -0.1 0.0 -0.3
C 0.372 -1.437 2.251 0.3 -0.1 0.1
C 1.595 -2.007 2.051 -0.2 0.1 0.2
C 2.027 -2.329 0.747 -0.2 0.0 -0.2
C 3.295 -2.906 0.527 0.1 -0.1 -0.1
C 3.714 -3.228 -0.733 0.1 0.0 0.2
C 2.868 -2.995 -1.826 -0.2 0.1 -0.2
C 1.635 -2.432 -1.647 0.1 -0.1 -0.2
C 1.176 -2.064 -0.362 0.2 -0.1 0.3
N -4.929 1.224 0.277 -0.1 0.0 0.0
C -5.432 2.572 0.435 -0.2 0.2 0.1
C -5.702 0.156 0.677 0.0 0.2 0.0
O -6.803 0.322 1.158 -0.3 0.1 0.1
H -5.397 -2.908 1.522 -0.1 0.0 -0.1
H -6.312 -2.793 0.011 0.0 0.0 0.1
H -6.849 -1.861 1.436 0.1 -0.1 -0.1
H -0.744 2.934 -1.820 0.0 -0.1 0.0
H -0.615 1.520 -2.891 0.0 0.1 0.0
H -0.025 1.783 0.694 0.0 0.0 0.1
H 0.919 3.113 -0.024 0.0 0.0 0.0
H 2.255 1.954 1.670 -0.1 -0.1 0.0
H 1.974 0.384 0.876 0.0 0.1 0.1
H 5.280 1.384 -0.281 0.0 -0.1 0.0
H 4.433 0.177 0.716 0.1 0.0 0.0
H 4.619 3.101 1.565 0.1 0.0 -0.1
H 5.962 1.969 1.857 -0.1 0.1 -0.1
H 4.345 0.708 3.014 0.0 0.1 0.0
H 3.899 1.334 -2.076 0.0 0.0 0.0
H 2.924 0.021 -1.362 0.0 0.0 0.0
H 1.631 1.240 -3.060 0.0 0.0 0.0
H 1.918 2.785 -2.214 0.0 0.0 0.0
H -0.425 -0.834 -2.155 -0.1 -0.1 0.1
H -1.578 -2.051 -1.521 0.1 0.2 -0.1
H -1.418 -0.695 1.353 -0.1 0.1 0.0
H 0.035 -1.192 3.247 0.0 0.0 0.1
H 2.248 -2.222 2.884 0.1 0.0 0.1
H 3.930 -3.093 1.382 0.1 0.0 0.1
H 4.687 -3.667 -0.893 0.1 0.0 0.0
H 3.200 -3.265 -2.818 0.0 0.0 -0.1
H 1.003 -2.277 -2.507 -0.1 0.0 -0.1
H -5.010 3.187 -0.355 0.0 0.0 0.0
H -6.518 2.545 0.377 0.1 0.0 0.0
H -5.137 2.976 1.405 0.0 0.0 0.0
```
Forces are in eV/Å.

Calculated values
HOMO	-8.285	eV
net charge	0
structure (SMILES)	Cn1c(=O)c2c(nc(CN3CCN(CCO)CC3)n2Cc2cccc3ccccc23)n(C)c1=O
E_LUMO	0.012	Eh
Kohn-Sham gap	0.316	hartree

---

[4]
# C25H31As2CrNO14PS2

C25H31As2CrNO14PS2 as an isolated structure at a distorted geometry (ωB97M-V/def2-TZVPD, OMol25).

The geometry in XYZ format:
```
77
Properties=species:S:1:pos:R:3:forces:R:3
Cr 7.153 13.793 11.549 -0.4 -0.2 -0.3
O 10.874 10.631 10.356 -0.3 0.5 0.0
C 10.828 11.775 10.705 0.0 1.5 0.3
O 11.260 12.248 11.913 -0.2 -0.9 -0.4
C 10.416 13.038 9.928 2.1 -0.6 0.3
C 11.446 13.894 9.509 1.0 0.0 1.4
C 11.080 15.014 8.739 1.0 -1.0 0.4
C 9.796 15.170 8.354 -1.8 -1.3 1.3
C 8.859 14.264 8.952 -0.7 1.9 -1.3
N 9.141 13.265 9.757 -0.5 -0.2 -0.7
C 7.378 14.532 8.650 0.6 -0.8 2.4
O 7.077 14.679 7.497 -0.6 0.6 -2.2
O 6.625 14.519 9.675 0.2 0.0 0.2
H 12.490 13.793 10.011 -1.8 0.0 -1.4
H 11.811 15.714 8.417 0.7 0.5 -0.1
H 9.417 16.015 7.809 0.0 0.0 -0.3
C 11.578 16.494 14.097 0.3 -1.1 0.0
C 11.011 16.238 12.690 1.6 0.7 0.5
O 10.006 15.291 12.714 -1.5 0.1 -0.4
P 8.363 15.684 12.605 0.1 -0.4 0.0
S 7.922 17.539 11.985 0.7 -0.2 0.1
S 6.363 12.041 12.615 0.2 0.0 0.3
O 8.142 15.675 14.255 -0.2 0.4 0.3
C 6.866 16.110 14.748 -0.4 -0.2 -1.3
C 7.014 17.121 15.829 -0.5 0.6 0.7
H 12.427 17.178 14.068 -0.1 0.3 0.0
H 11.991 15.544 14.509 -0.4 0.6 -0.2
H 10.796 16.836 14.772 0.0 0.2 0.0
H 11.818 15.843 12.057 0.0 0.0 0.0
H 10.740 17.204 12.257 -0.5 -0.1 -0.1
H 6.315 15.204 15.036 -0.1 0.3 0.0
H 6.331 16.679 13.943 0.2 -0.9 0.4
H 7.611 16.782 16.681 -0.2 0.0 0.0
H 6.006 17.497 16.130 0.5 -0.6 0.2
H 7.463 18.001 15.400 0.6 0.3 -0.1
C 8.802 12.419 15.543 0.0 -0.6 0.8
O 9.918 11.974 14.779 1.7 -0.9 -0.1
C 10.549 10.872 15.265 -1.6 2.0 -0.9
O 10.253 10.395 16.318 0.3 -1.0 0.8
C 11.474 10.302 14.250 -0.3 -1.7 -0.1
C 11.657 8.973 14.173 0.0 0.8 1.3
As 12.612 7.816 12.931 -0.1 -0.9 -1.1
C 11.125 7.748 11.587 -0.3 -0.2 0.9
C 13.806 9.020 12.032 0.0 -0.2 0.4
C 13.533 10.372 11.932 -0.3 1.1 0.6
As 12.350 11.349 13.009 -0.2 1.1 -0.7
C 12.665 12.988 13.912 2.1 -0.2 0.3
C 14.038 11.331 10.988 0.0 1.1 -1.6
O 14.199 12.537 11.204 0.0 -1.3 0.3
O 14.164 10.942 9.681 0.8 0.7 0.9
C 13.463 9.878 9.089 0.6 -0.4 -0.8
C 15.112 8.550 11.610 -0.4 0.5 0.0
O 16.103 9.235 11.469 0.2 0.4 -0.1
O 15.145 7.227 11.376 0.7 -1.3 -0.2
C 16.502 6.716 11.232 -1.4 -1.1 0.9
C 11.287 8.120 15.375 -0.5 0.0 -2.8
O 12.043 7.961 16.257 1.2 -0.1 2.3
O 10.225 7.368 15.092 -1.2 0.2 0.9
C 9.524 6.827 16.244 0.3 -0.1 0.2
H 8.466 13.323 15.129 -0.3 1.1 -0.9
H 9.082 12.604 16.587 0.0 -0.4 -0.1
H 8.023 11.680 15.413 -0.3 -0.1 0.3
H 10.241 7.364 12.115 0.3 -0.1 -0.2
H 11.391 7.103 10.764 0.2 -0.5 -0.1
H 10.850 8.694 11.159 0.1 0.6 0.1
H 13.075 12.881 14.918 -0.2 -0.3 0.0
H 11.743 13.499 13.914 -1.1 0.5 -0.1
H 13.418 13.482 13.304 -0.1 0.3 -0.1
H 13.012 10.334 8.212 -0.1 -0.3 -0.3
H 12.682 9.479 9.686 -0.6 -0.2 0.7
H 14.145 9.052 8.805 -0.1 0.5 0.1
H 16.488 5.634 11.513 -0.2 0.9 -0.4
H 17.093 7.240 11.943 0.8 0.4 0.4
H 16.869 6.859 10.239 0.2 0.1 -0.6
H 10.188 6.824 17.147 -0.8 0.5 -0.8
H 9.348 5.792 16.010 -0.3 -0.4 -0.1
H 8.542 7.349 16.344 1.0 -0.2 0.1
```
Forces are in eV/Å.

Calculated values
multiplicity	6
HOMO (spin up / spin down)	-0.370 / -1.102	eV
⟨S²⟩	8.82
net charge	-2
E_LUMO (spin up / spin down)	0.124 / 0.105	Eh
Kohn-Sham gap (spin up / spin down)	0.137 / 0.146	hartree

---

Summary of ΔE to the lowest compared entry with this formula, charge and spin in kJ/mol
435.8; 0.0; 0.0; 387.5
(order as listed above)